ORCA calculation (ωB97M-V with the def2-TZVPD basis set) on a cluster of 11 separate species, C51H121N3O11 in total in a non-equilibrium geometry.

Each line ends with the Löwdin charge.
Positions of all 186 atoms, in Å:
C -1.0575 4.4476 1.8972  -0.0157
C -1.8030 3.6519 0.8238  -0.4933
C -0.9215 3.4378 -0.3975  -0.0229
C -2.0799 2.2779 1.4413  -0.1449
C -3.1072 1.4549 0.6734  -0.1734
C -4.4221 2.2009 0.4521  -0.1288
C -4.2082 3.5874 -0.1641  -0.5055
C -3.9682 3.4334 -1.6757  -0.0279
C -5.4929 4.3818 0.1128  -0.0324
N -3.0988 4.2757 0.4912  -0.0908
O -2.8952 5.5466 -0.0967  -0.0174
H -0.7899 5.4285 1.4934  0.0845
H -1.6884 4.6477 2.7650  0.0925
H -0.1796 3.8892 2.2141  0.0601
H -1.3604 2.7345 -1.1034  0.0607
H -0.6417 4.3723 -0.8851  0.0924
H 0.0246 2.9468 -0.1406  0.0612
H -1.1834 1.6540 1.5062  0.0955
H -2.4768 2.3294 2.4614  0.1303
H -2.6926 1.1074 -0.2807  0.0920
H -3.2745 0.5230 1.2245  0.0776
H -4.9783 2.2261 1.3930  0.1147
H -5.0227 1.5513 -0.1906  0.1096
H -4.9133 3.1853 -2.1649  0.0868
H -3.2763 2.6190 -1.8819  0.0489
H -3.5749 4.3499 -2.1137  0.0897
H -5.7049 4.3803 1.1826  0.0824
H -6.3344 3.8706 -0.3628  0.0850
H -5.4744 5.4068 -0.2536  0.0794
H -2.9200 6.1428 0.6595  0.1054
C 2.8048 3.6840 -0.6513  -0.0284
C 4.2375 3.8886 -1.1374  -0.4851
C 4.2955 3.9074 -2.6792  -0.0039
C 4.7826 5.2224 -0.6019  -0.1328
C 6.3075 5.3343 -0.5891  -0.1766
C 6.9038 4.1757 0.1994  -0.1539
C 6.4644 2.7924 -0.3561  -0.5048
C 7.3170 2.5327 -1.6023  -0.0357
C 6.9785 1.8026 0.6994  -0.0324
N 5.0177 2.8092 -0.5107  -0.0731
O 4.6549 1.5453 -1.0425  -0.0281
H 2.7944 3.5779 0.4401  0.0617
H 2.1257 4.5390 -0.7217  0.0918
H 2.3556 2.8050 -1.1130  0.0686
H 5.2134 3.4870 -3.0875  0.0642
H 3.5069 3.2668 -3.0821  0.0712
H 4.1615 4.9201 -3.0534  0.0836
H 4.4570 6.0774 -1.2014  0.1154
H 4.4159 5.4512 0.4015  0.1185
H 6.8474 5.3977 -1.5356  0.1131
H 6.5565 6.2396 -0.0274  0.1112
H 6.5394 4.1928 1.2344  0.1163
H 7.9797 4.3266 0.3029  0.1202
H 8.3775 2.7397 -1.4596  0.0878
H 7.0349 3.1694 -2.4482  0.0679
H 7.2445 1.5166 -2.0007  0.0776
H 8.0651 1.8760 0.7360  0.0874
H 6.8140 0.7619 0.4051  0.0625
H 6.5463 1.9763 1.6859  0.0817
H 4.0019 1.1532 -0.4412  0.0716
C -5.6677 -3.9446 -0.1595  -0.0396
C -5.4589 -3.0596 1.0700  -0.5092
C -3.9583 -3.0962 1.4207  -0.0175
C -5.9164 -1.6573 0.6374  -0.1235
C -6.0936 -0.7056 1.8254  -0.1747
C -7.0086 -1.3038 2.8939  -0.1388
C -6.6553 -2.7310 3.3226  -0.5079
C -5.5129 -2.6543 4.3383  -0.0344
C -7.8992 -3.3261 3.9750  -0.0413
N -6.3349 -3.5407 2.1243  -0.1047
O -6.1172 -4.8914 2.4609  -0.0024
H -5.2046 -4.9292 -0.0544  0.0797
H -6.7148 -3.9683 -0.4563  0.0898
H -5.1225 -3.6026 -1.0494  0.0844
H -3.6221 -4.1337 1.4318  0.0837
H -3.3208 -2.4662 0.7989  0.0766
H -3.7757 -2.6554 2.4037  0.0353
H -5.2259 -1.1495 -0.0379  0.0959
H -6.8868 -1.7371 0.1412  0.1252
H -5.0983 -0.5347 2.2499  0.0886
H -6.5461 0.2331 1.5046  0.1082
H -8.0345 -1.3401 2.5139  0.1231
H -7.0210 -0.6007 3.7300  0.1252
H -5.9104 -2.3732 5.3226  0.0907
H -4.8679 -1.7945 4.1449  0.0631
H -4.9741 -3.5809 4.5469  0.0803
H -8.6581 -3.7089 3.2954  0.0907
H -8.3751 -2.5412 4.5718  0.0841
H -7.6814 -4.1068 4.7084  0.0813
H -5.2921 -4.8884 2.9832  0.0883
C 3.1963 -0.2264 -3.6353  -0.0526
C 4.5600 -0.7835 -3.2644  -0.4893
C 4.8105 -2.1758 -3.8603  -0.0517
O 5.5914 0.1220 -3.6273  -0.0529
H 2.9788 -0.1709 -4.6954  0.0755
H 3.0559 0.7496 -3.1506  0.0669
H 2.4792 -0.7458 -2.9899  0.0639
H 4.6813 -0.9892 -2.1937  0.1090
H 5.1459 -2.1646 -4.9005  0.0795
H 3.8788 -2.7416 -3.8551  0.0751
H 5.6021 -2.6336 -3.2680  0.0701
H 5.4052 0.9254 -3.1224  0.0440
C 0.2611 0.2793 -1.4162  -0.0455
C 0.9235 -0.3990 -0.2417  -0.4484
C 0.2990 -1.7573 0.0432  -0.0360
O 2.3305 -0.5535 -0.5010  -0.0687
H 0.4846 1.3432 -1.4972  0.0596
H -0.8173 0.3061 -1.2030  0.0584
H 0.3513 -0.3036 -2.3323  0.0762
H 0.8300 0.2683 0.6235  0.1199
H 0.3918 -2.5112 -0.7448  0.0920
H -0.7854 -1.6721 0.1451  0.0649
H 0.7628 -2.2041 0.9248  0.0634
H 2.6432 -1.1444 0.2139  0.0457
C 2.3347 3.4573 3.4128  -0.0550
C 2.0854 2.0181 3.0262  -0.4844
C 3.3165 1.2714 2.5517  -0.0325
O 1.5831 1.3741 4.2249  -0.0747
H 1.3936 3.9044 3.7377  0.0695
H 2.6833 4.0127 2.5342  0.0667
H 3.0437 3.6492 4.2177  0.0864
H 1.2973 1.9606 2.2632  0.1136
H 3.1348 0.2082 2.4097  0.0601
H 4.1223 1.4594 3.2664  0.0910
H 3.6992 1.7243 1.6291  0.0593
H 1.2328 0.5377 3.8376  0.0331
C 0.8469 -1.7947 -6.0226  -0.0362
C 0.3002 -0.4094 -6.2730  -0.4646
C -0.8489 -0.2466 -7.2634  -0.0472
O 0.0129 0.2299 -4.9983  -0.0902
H 1.1985 -2.1962 -6.9725  0.0874
H 0.0891 -2.4475 -5.5792  0.0886
H 1.6483 -1.7965 -5.2881  0.0517
H 1.0843 0.2586 -6.6547  0.1320
H -1.7571 -0.6791 -6.8373  0.0747
H -0.5797 -0.7217 -8.2065  0.0813
H -1.0709 0.8050 -7.4435  0.0782
H 0.3471 1.1271 -4.9960  0.0969
C -0.2984 -6.8217 2.4564  -0.0705
C 1.1257 -6.3206 2.6804  -0.4837
C 1.6178 -5.5407 1.4872  -0.0550
O 1.1496 -5.5147 3.8589  -0.0555
H -0.7493 -7.4310 3.2458  0.0778
H -0.4081 -7.4083 1.5399  0.0837
H -1.0003 -5.9889 2.3256  0.0728
H 1.7015 -7.2402 2.8305  0.1318
H 2.0582 -6.2875 0.8184  0.0844
H 2.3941 -4.8343 1.7868  0.0642
H 0.9290 -4.9825 0.8510  0.0796
H 0.4659 -5.8278 4.4571  0.0777
C -3.3365 1.2031 -4.5378  -0.0355
C -3.0563 0.0455 -3.5803  -0.4872
C -4.2666 -0.5060 -2.8721  -0.0481
O -2.4280 -1.0715 -4.2154  -0.0686
H -4.1144 0.9328 -5.2589  0.0869
H -2.4399 1.3510 -5.1413  0.0585
H -3.6224 2.1351 -4.0578  0.0543
H -2.2796 0.3693 -2.8735  0.1089
H -3.9470 -1.1343 -2.0375  0.0635
H -4.8744 -1.1093 -3.5448  0.0895
H -4.8576 0.2996 -2.4262  0.0707
H -1.4806 -0.8951 -4.3342  0.0441
C -1.9160 -0.6605 2.9572  -0.0426
C -0.9862 -1.2714 3.9923  -0.4318
C -1.1136 -2.8020 3.9865  -0.0403
O 0.3401 -0.9505 3.6174  -0.0668
H -2.9409 -0.6550 3.3315  0.0761
H -1.8706 -1.2251 2.0270  0.0587
H -1.6943 0.3659 2.6553  0.0450
H -1.1921 -0.9419 5.0157  0.1429
H -0.6837 -3.1762 4.9171  0.0816
H -0.5878 -3.1958 3.1154  0.0775
H -2.1454 -3.1473 3.9091  0.0649
H 0.9914 -1.5366 4.0202  0.1108
C 4.5065 -3.6553 -0.2704  -0.0363
C 4.7202 -2.9671 1.0596  -0.4689
C 5.8263 -1.9326 1.0343  -0.0462
O 3.4946 -2.3147 1.4136  -0.0821
H 4.3177 -2.9969 -1.1181  0.0638
H 3.8145 -4.4944 -0.2597  0.0697
H 5.4737 -4.0945 -0.5476  0.0886
H 5.0145 -3.7477 1.7736  0.1395
H 6.6929 -2.3467 0.5166  0.0891
H 6.0855 -1.5822 2.0348  0.0853
H 5.4590 -1.0492 0.5044  0.0661
H 3.5226 -2.0093 2.3270  0.0927

Output
Molecular weight   952.5 g mol⁻¹
Orbital gap   8.68 eV
HOMO level   -8.3 eV
Relative energy (zero: lowest compared OMol25 entry of this formula, charge and spin)   36.8 kcal/mol
Structure (SMILES)   CC1(C)CCCC(C)(C)N1O.CC1(C)CCCC(C)(C)N1O.CC1(C)CCCC(C)(C)N1O.CC(C)O.CC(C)O.CC(C)O.CC(C)O.CC(C)O.CC(C)O.CC(C)O.CC(C)O